No. 1
A 4-piece molecular cluster, C5H18N2O4 overall, computed with ωB97M-V/def2-TZVPD.

```
29
Properties=species:S:1:pos:R:3:lowdin_charge:R:1
O 1.576 3.058 0.141 -0.177
O -1.461 -2.369 0.106 -0.015
O -0.509 -3.915 -1.895 -0.128
O 2.316 1.084 -1.595 -0.350
N -0.481 0.474 -1.019 -0.139
N -1.243 -0.563 1.387 0.049
C -0.558 0.585 1.940 -0.235
C 0.183 -0.772 -0.694 -0.190
C -1.489 0.439 -2.111 -0.095
C -0.159 0.321 3.410 -0.107
C -0.799 -1.355 0.395 -0.414
H 2.685 0.246 -1.265 -0.051
H 0.300 0.821 1.332 0.078
H 3.010 1.561 -2.077 -0.024
H 0.715 0.928 3.657 0.064
H -2.454 0.774 -1.737 0.062
H -1.181 1.130 -2.906 0.068
H -1.246 1.434 2.041 0.115
H 0.448 -3.784 -1.813 0.013
H 1.159 -0.618 -0.230 0.056
H -0.933 0.438 4.169 0.058
H 0.257 -1.373 -1.607 0.098
H -2.058 -0.925 1.856 0.145
H 0.076 1.292 -1.195 0.045
H 2.210 3.627 -0.271 -0.014
H 1.776 2.110 0.016 -0.030
H 0.082 -0.745 3.547 0.067
H -1.481 -0.596 -2.448 0.073
H -0.741 -3.310 -1.134 -0.021
```

Properties
ΔE to the lowest compared entry with this formula, charge and spin: 1.559 eV
multiplicity: 2
LUMO level (alpha / beta): 3.24 / 3.16 eV
strongest force on any atom: 2.70 eV/A
charge: -1
HOMO (alpha / beta): 0.176 / -5.539 eV

=====

No. 2
A 4-piece molecular cluster, C5H18N2O4 overall, computed with ωB97M-V/def2-TZVPD.

```
29
Properties=species:S:1:pos:R:3:lowdin_charge:R:1
O 2.731 2.079 -0.972 0.012
O 0.740 0.049 -2.465 -0.045
O -0.084 -3.022 0.374 -0.070
O -0.010 -2.604 -2.314 -0.051
N 1.501 1.034 0.566 -0.119
N -1.629 0.686 0.036 -0.128
C 1.260 -0.280 1.246 -0.033
C 2.630 1.118 -0.247 -0.325
C -2.782 0.104 0.733 -0.139
C 0.510 2.106 0.580 -0.158
C -0.880 1.655 0.895 -0.245
H 1.034 0.842 -1.995 0.021
H 3.243 0.192 -0.244 0.145
H 1.765 -1.085 0.756 0.066
H -0.527 -3.723 0.871 0.047
H 0.224 -0.581 1.191 0.048
H 0.860 -2.699 -1.941 0.034
H 1.566 -0.185 2.291 0.092
H 0.487 2.713 -0.349 0.127
H -2.614 0.069 1.825 0.074
H -2.963 -0.917 0.388 0.077
H -1.668 2.429 1.054 0.128
H -0.241 -1.682 -2.471 0.018
H -0.099 -3.314 -0.553 0.004
H -3.684 0.703 0.490 0.081
H -1.040 -0.107 -0.185 0.055
H 0.826 2.882 1.314 0.136
H -0.130 0.276 -2.799 0.050
H -1.024 1.261 1.925 0.097
```

Properties
ΔE to the lowest compared entry with this formula, charge and spin: 2.265 eV
structure (SMILES): CNCCN(C)C=O.O.O.O
LUMO level: 0.55 eV
strongest force on any atom: 3.95 eV/A
charge: 0
HOMO: -9.064 eV

=====

No. 3
C5H18N6O5Tl as an isolated structure, computed with ωB97M-V/def2-TZVPD.

```
35
Properties=species:S:1:pos:R:3:lowdin_charge:R:1
Tl -0.246 -1.075 0.199 1.381
O -0.570 -3.861 0.705 -0.076
O -1.246 1.670 0.147 -0.008
O 1.952 0.756 0.072 -0.083
O 0.392 0.653 2.431 -0.108
O 0.093 0.467 -2.230 -0.008
N -1.287 -0.009 -3.971 0.237
N -0.577 -5.520 2.267 0.236
N -2.412 3.247 1.304 0.233
N 0.203 1.739 -4.131 0.239
N 0.520 -5.816 0.238 0.245
N -1.074 3.878 -0.456 0.222
C 1.554 1.429 2.410 -0.178
C -0.219 -5.012 1.074 -0.563
C -1.566 2.872 0.340 -0.564
C 2.532 0.853 1.350 -0.170
C -0.309 0.717 -3.397 -0.557
H -1.101 4.770 0.014 0.133
H 0.012 1.815 -5.115 0.146
H -2.740 4.183 1.478 0.147
H 2.058 1.524 3.373 0.153
H 0.678 2.420 -3.563 0.127
H 0.606 -5.366 -0.663 0.133
H 0.557 -6.808 0.414 0.142
H -0.123 0.960 3.198 0.141
H -0.108 -6.354 2.582 0.141
H 1.331 2.438 2.025 0.147
H 3.482 1.391 1.282 0.158
H 2.278 1.494 -0.466 0.134
H -2.786 2.530 1.909 0.139
H -1.824 0.351 -4.745 0.145
H -1.015 -4.898 2.926 0.138
H 2.813 -0.172 1.647 0.151
H -1.540 -0.900 -3.577 0.133
H -0.317 3.634 -1.071 0.114
```

Properties
ΔE to the lowest compared entry with this formula, charge and spin: 0.534 eV
LUMO level: -16.13 eV
strongest force on any atom: 2.44 eV/A
charge: +3
HOMO: -19.000 eV

=====

No. 4
A 3-piece molecular cluster, C5H18NO2 overall, computed with ωB97M-V/def2-TZVPD.

```
26
Properties=species:S:1:pos:R:3:lowdin_charge:R:1
O 0.256 0.311 3.217 -0.031
O 1.353 3.009 -1.478 0.025
N 1.012 1.601 0.660 0.180
C -0.026 0.958 -0.352 -0.110
C -0.331 -0.538 -0.112 -0.423
C -1.973 -2.326 -0.732 -0.080
C 0.877 -1.415 -0.036 -0.107
C -1.221 -1.092 -1.223 -0.229
H 0.782 2.664 0.739 0.198
H 0.268 0.103 4.125 0.039
H -0.775 -0.579 0.964 0.144
H 1.068 1.079 1.584 0.126
H 0.838 -2.562 -0.175 0.120
H 1.145 3.848 -1.731 0.022
H -1.870 -0.359 -1.707 0.118
H -1.342 -3.146 -0.458 0.066
H -0.454 -1.384 -1.970 0.126
H 1.944 1.492 0.305 0.128
H -2.766 -2.536 -1.445 0.083
H 1.754 -1.229 -0.734 0.104
H 0.132 0.910 -1.373 0.085
H -2.481 -2.055 0.192 0.076
H -0.671 0.536 3.010 0.070
H 2.092 2.700 -1.953 0.053
H -1.041 1.455 -0.208 0.156
H 1.429 -1.445 0.890 0.061
```

Properties
ΔE to the lowest compared entry with this formula, charge and spin: 1.827 eV
LUMO level: -3.16 eV
strongest force on any atom: 4.30 eV/A
charge: +1
HOMO: -14.554 eV

=====

No. 5
C5H19CdN9O8 as an isolated structure, computed with ωB97M-V/def2-TZVPD.

```
42
Properties=species:S:1:pos:R:3:lowdin_charge:R:1
Cd 0.255 0.035 0.259 1.363
O 0.625 1.322 -1.395 -0.072
O -1.862 0.442 0.367 -0.050
O 0.209 -1.035 1.970 -0.067
O 2.591 -0.083 0.204 -0.061
O -0.037 -1.672 -1.016 -0.506
O 0.997 3.804 2.477 -0.024
O 0.972 1.896 1.470 -0.131
O -0.551 3.403 1.037 -0.070
N 2.784 -1.411 -1.630 0.163
N 0.454 3.027 1.661 -0.583
N -0.006 3.463 -1.776 0.191
N 4.400 0.143 -1.122 0.162
N -3.679 -0.107 1.583 0.166
N -3.912 0.313 -0.663 0.171
N 1.020 -2.347 3.633 0.182
N 1.108 2.276 -3.392 0.155
N -1.221 -2.381 3.148 0.163
C 0.610 2.327 -2.107 -0.626
C -3.069 0.241 0.416 -0.621
C 0.017 -1.841 2.873 -0.607
C -0.927 -2.627 -1.527 -0.301
C 3.239 -0.458 -0.774 -0.669
H -1.388 -2.591 4.114 0.098
H -4.634 -0.402 1.639 0.098
H 1.236 1.332 -3.718 0.105
H -0.357 -3.565 -1.603 0.053
H -1.383 -2.347 -2.482 0.053
H 1.787 -1.632 -1.510 0.054
H -3.083 -0.181 2.390 0.100
H 1.932 -1.966 3.445 0.123
H -3.728 1.038 -1.333 0.113
H -0.450 3.487 -0.862 0.075
H -0.132 4.187 -2.452 0.101
H -4.844 0.010 -0.455 0.090
H -1.939 -2.214 2.467 0.088
H 0.788 -3.029 4.326 0.101
H -1.666 -2.851 -0.741 0.044
H 3.314 -1.704 -2.425 0.089
H 0.851 3.011 -4.019 0.086
H 4.792 0.859 -0.539 0.109
H 4.888 -0.174 -1.937 0.091
```

Properties
ΔE to the lowest compared entry with this formula, charge and spin: 0.059 eV
LUMO level: 0.29 eV
strongest force on any atom: 3.19 eV/A
charge: 0
HOMO: -7.372 eV

=====

No. 6
A 4-piece molecular cluster, C5H19N2O4 overall, computed with ωB97M-V/def2-TZVPD.

```
30
Properties=species:S:1:pos:R:3:lowdin_charge:R:1
O 1.346 2.250 2.586 -0.031
O -2.325 -1.622 1.248 -0.049
O 1.760 0.743 -1.553 0.242
O 2.626 2.013 0.321 0.032
N 0.016 1.495 0.435 0.005
N 1.071 -1.379 -1.682 0.192
C -1.426 1.813 0.245 0.039
C -1.342 -2.153 -1.576 -0.053
C 1.084 -0.207 -1.077 -0.305
C 0.317 0.022 0.242 0.005
C 0.158 -2.514 -1.490 -0.117
H 0.322 1.704 1.396 0.091
H 1.645 -1.451 -2.512 0.193
H -2.401 -2.216 2.004 0.073
H -3.179 -1.166 1.221 0.073
H -2.020 1.558 1.116 0.117
H 0.242 -3.075 -2.401 0.131
H 3.203 1.921 -0.460 0.111
H 0.983 -0.306 1.048 0.164
H -1.572 2.868 0.016 0.118
H 0.694 2.076 -0.065 0.141
H -1.705 1.389 -0.710 0.104
H -0.587 -0.568 0.370 0.091
H 0.410 -3.082 -0.604 0.146
H -1.759 -2.317 -2.561 0.095
H 2.548 1.102 0.633 0.060
H 1.861 3.055 2.390 0.097
H 1.638 2.055 3.491 0.106
H -1.957 -2.795 -0.942 0.088
H -1.648 -1.211 -1.129 0.043
```

Properties
ΔE to the lowest compared entry with this formula, charge and spin: 1.702 eV
multiplicity: 2
LUMO level (alpha / beta): -7.49 / -12.38 eV
strongest force on any atom: 1.90 eV/A
charge: +2
HOMO (alpha / beta): -18.352 / -18.348 eV

=====

No. 7
A 5-piece molecular cluster, C5H19NO5 overall, computed with ωB97M-V/def2-TZVPD.

```
30
Properties=species:S:1:pos:R:3:lowdin_charge:R:1
O 3.390 1.404 1.012 -0.047
O -3.720 -0.174 -2.635 -0.056
O 1.882 -2.284 3.331 -0.069
O 1.838 -1.486 -0.796 -0.076
O -2.188 2.910 -1.425 -0.082
N 0.105 1.838 1.012 0.104
C -0.703 0.166 -0.502 -0.163
C 0.719 -1.538 -1.702 -0.253
C -0.490 -0.379 1.924 0.021
C -0.611 -1.290 -1.034 -0.173
C -0.258 0.501 0.939 -0.434
H 0.497 2.132 0.139 0.084
H 0.849 -0.873 -2.569 0.121
H 0.472 2.114 1.913 0.110
H 3.915 1.366 0.218 0.034
H -4.472 0.156 -2.145 0.044
H 0.784 -2.592 -2.046 0.121
H -1.047 -1.283 1.741 0.057
H 2.670 -2.641 2.897 0.040
H -0.979 -2.008 -0.321 0.106
H 1.832 -1.389 2.961 0.007
H -1.394 -1.288 -1.847 0.111
H 1.424 -1.469 0.073 0.052
H -2.845 2.191 -1.295 0.027
H -0.171 -0.281 2.962 0.059
H -2.799 0.068 -2.727 0.022
H -0.174 0.840 -1.180 0.112
H 2.549 0.978 0.860 -0.012
H -1.816 3.026 -0.524 0.035
H -1.765 0.424 -0.408 0.100
```

Properties
ΔE to the lowest compared entry with this formula, charge and spin: 2.151 eV
structure (SMILES): C=C(N)CCCO.O.O.O.O
LUMO level: 0.31 eV
strongest force on any atom: 2.59 eV/A
charge: 0
HOMO: -8.871 eV

=====

No. 8
A 5-piece molecular cluster, C5H19NO6 overall, computed with ωB97M-V/def2-TZVPD.

```
31
Properties=species:S:1:pos:R:3:lowdin_charge:R:1
O 0.195 1.071 -3.748 -0.068
O -2.558 -0.447 1.148 -0.012
O -2.091 0.683 -2.040 -0.053
O 2.876 0.851 -1.151 -0.091
O -2.988 -2.502 -0.414 -0.072
O -0.181 -2.324 -0.710 -0.073
N -0.300 -0.147 1.251 0.095
C 0.864 1.373 2.801 -0.062
C 2.141 0.179 1.083 -0.175
C 2.410 -0.254 -0.346 -0.252
C -1.579 0.059 1.662 -0.309
C 0.810 0.819 1.343 -0.370
H -0.009 -0.774 0.505 0.089
H 1.637 2.124 2.716 0.075
H -2.982 -2.501 0.555 0.046
H 3.274 -0.982 -0.561 0.142
H -3.270 -1.602 -0.609 0.023
H -0.034 1.895 3.182 0.070
H -0.074 -2.885 -1.485 0.056
H 2.275 0.961 -1.902 0.068
H -0.273 1.583 -3.075 0.012
H -1.148 -2.204 -0.709 0.001
H 2.242 -0.654 1.815 0.133
H 3.087 0.769 1.293 0.145
H -2.621 0.940 -1.270 0.043
H 0.737 1.725 0.656 0.163
H -0.552 0.914 -4.336 0.030
H 1.569 -0.741 -0.854 0.089
H -2.798 0.663 -2.703 0.054
H -1.734 0.833 2.423 0.128
H 1.073 0.574 3.481 0.074
```

Properties
ΔE to the lowest compared entry with this formula, charge and spin: 1.863 eV
structure (SMILES): C[C@@H](CCO)NC=O.O.O.O.O
LUMO level: 0.19 eV
strongest force on any atom: 3.06 eV/A
charge: 0
HOMO: -9.792 eV

=====

Repeat the fourth record exactly.
A 3-piece molecular cluster, C5H18NO2 overall, computed with ωB97M-V/def2-TZVPD.

```
26
Properties=species:S:1:pos:R:3:lowdin_charge:R:1
O 0.256 0.311 3.217 -0.031
O 1.353 3.009 -1.478 0.025
N 1.012 1.601 0.660 0.180
C -0.026 0.958 -0.352 -0.110
C -0.331 -0.538 -0.112 -0.423
C -1.973 -2.326 -0.732 -0.080
C 0.877 -1.415 -0.036 -0.107
C -1.221 -1.092 -1.223 -0.229
H 0.782 2.664 0.739 0.198
H 0.268 0.103 4.125 0.039
H -0.775 -0.579 0.964 0.144
H 1.068 1.079 1.584 0.126
H 0.838 -2.562 -0.175 0.120
H 1.145 3.848 -1.731 0.022
H -1.870 -0.359 -1.707 0.118
H -1.342 -3.146 -0.458 0.066
H -0.454 -1.384 -1.970 0.126
H 1.944 1.492 0.305 0.128
H -2.766 -2.536 -1.445 0.083
H 1.754 -1.229 -0.734 0.104
H 0.132 0.910 -1.373 0.085
H -2.481 -2.055 0.192 0.076
H -0.671 0.536 3.010 0.070
H 2.092 2.700 -1.953 0.053
H -1.041 1.455 -0.208 0.156
H 1.429 -1.445 0.890 0.061
```

Properties
ΔE to the lowest compared entry with this formula, charge and spin: 1.827 eV
LUMO level: -3.16 eV
strongest force on any atom: 4.30 eV/A
charge: +1
HOMO: -14.554 eV